1.
The following is a DFT calculation (ωB97M-V/def2-TZVPD) of a 2-piece molecular cluster, C3H11NO3 overall at a distorted geometry.

Gap between HOMO and LUMO: 10.73 eV
SMILES: NC(CO)CO.O
Relative energy (zero: lowest compared OMol25 entry of this formula, charge and spin): 213.7 kJ/mol
Total energy: -10920.7903 eV

The geometry in XYZ format:
```
18
Properties=species:S:1:pos:R:3:lowdin_charge:R:1
C 0.456 0.276 0.350 -0.37
H -0.908 0.328 -1.216 0.09
O -2.876 -0.975 -0.248 -0.05
O 2.692 -0.934 0.298 -0.08
H 0.405 -1.488 1.314 0.05
O -1.547 1.745 0.120 -0.10
H -2.202 -1.095 0.365 -0.06
N -0.201 -1.024 0.692 0.04
H 0.035 -1.566 -0.212 0.12
H -1.494 1.415 1.100 0.13
C -0.486 1.048 -0.575 -0.23
C 1.724 -0.095 -0.411 -0.23
H 1.423 -0.648 -1.415 0.17
H 3.370 -0.319 0.645 0.09
H 0.078 1.818 -1.197 0.14
H 2.204 0.826 -0.718 0.11
H -3.339 -0.143 -0.144 0.03
H 0.667 0.831 1.251 0.14
```

=====

2.
The following is a DFT calculation (ωB97M-V/def2-TZVPD) of a 7-piece molecular cluster, C48H48NO overall.

Gap between HOMO and LUMO: 6.37 eV
Total energy: -54085.7805 eV
Total charge: +1

The geometry in XYZ format:
```
98
Properties=species:S:1:pos:R:3:lowdin_charge:R:1
H -0.233 0.441 2.365 0.11
C 5.324 0.631 2.171 0.08
H -5.031 2.943 -3.498 0.09
C -3.809 0.752 3.436 -0.12
H -4.148 4.295 -5.368 0.10
C -7.158 3.465 -6.674 -0.09
H -5.654 -2.082 3.555 0.10
H 3.851 2.356 3.440 0.14
H 3.277 2.684 -0.291 0.11
C -5.897 4.037 -6.581 -0.09
H 4.640 0.168 2.870 0.16
H -3.973 -1.833 -3.816 0.10
C -4.428 1.465 4.455 -0.11
C 6.971 1.914 0.392 0.00
H -3.773 -1.076 2.312 0.09
H 8.023 0.044 0.231 0.14
H 8.202 -2.547 -4.526 0.11
H -8.638 2.258 -5.697 0.10
C -1.798 -1.183 8.757 -0.09
H -0.604 0.935 5.763 0.09
C 3.883 2.586 2.376 -0.05
C -0.936 0.335 6.603 -0.10
C 2.517 2.188 0.304 -0.04
H 8.231 -1.461 -2.312 0.10
C -5.308 -1.089 3.809 -0.08
C -4.250 -0.523 3.110 -0.10
H 6.935 0.624 -1.946 0.06
C 1.653 1.445 2.422 -0.04
C 5.905 2.569 0.981 -0.01
H 7.591 2.475 -0.292 0.13
H -1.988 -1.672 -0.029 0.10
H -2.981 1.196 2.894 0.09
C 1.626 -3.685 -3.293 -0.10
H -5.966 1.453 5.948 0.11
H -5.201 0.238 -3.262 0.09
C -4.495 -0.178 -2.555 -0.08
C -5.923 -0.379 4.831 -0.09
C -3.369 -0.078 -0.434 -0.11
C -4.274 0.457 -1.341 -0.08
H 5.583 0.500 -5.996 0.11
C 0.535 0.932 1.781 -0.06
C 1.357 -6.053 -2.970 -0.09
H -2.134 -1.774 9.599 0.10
H 5.613 1.597 -3.784 0.10
C -6.889 2.516 -4.482 -0.10
H -3.598 -1.482 7.628 0.10
H -0.617 -6.825 -3.296 0.10
H -0.141 -2.611 -3.866 0.10
C -2.689 -1.248 -0.739 -0.11
H -3.199 0.418 0.513 0.08
H 2.257 -2.805 -3.300 0.10
H -0.445 0.625 -0.119 0.10
C 7.651 -1.027 -3.117 -0.10
H 5.669 3.605 0.784 0.15
C -2.620 -1.019 7.651 -0.08
C -0.526 -4.706 -3.617 -0.10
C 0.012 -5.944 -3.293 -0.09
H -5.512 4.632 -7.400 0.10
C 6.890 -1.091 -5.396 -0.08
H -4.809 1.367 -1.099 0.10
H 3.216 -5.011 -2.729 0.10
H 0.863 0.642 7.736 0.09
C 6.162 0.073 -5.188 -0.09
H -1.574 -4.624 -3.876 0.10
H -2.363 -2.786 -2.196 0.08
C 6.179 0.688 -3.944 -0.10
C 1.400 1.677 -0.333 -0.05
C -2.190 -0.259 6.572 -0.08
C -7.654 2.703 -5.625 -0.09
H 1.307 1.773 -1.406 0.11
H 0.094 -0.712 9.652 0.10
H -4.084 2.460 4.707 0.11
C -5.131 3.849 -5.440 -0.10
H 1.777 -7.018 -2.722 0.10
H -7.756 3.613 -7.563 0.10
N 5.101 1.923 1.837 -0.03
H -6.747 -0.820 5.375 0.10
H 6.879 -1.568 -6.366 0.11
H 4.017 3.659 2.259 0.14
C -3.805 -1.343 -2.866 -0.08
C -2.901 -1.877 -1.959 -0.09
C -5.486 0.900 5.152 -0.09
C 0.280 -3.576 -3.614 -0.11
C 7.634 -1.641 -4.362 -0.09
C -5.628 3.088 -4.390 -0.11
C 7.207 0.586 0.692 0.06
H -7.279 1.926 -3.662 0.10
C -0.113 0.173 7.709 -0.11
C 2.165 -4.924 -2.972 -0.10
O 6.658 -1.340 1.946 0.11
C 6.924 0.137 -2.911 -0.10
C -0.544 -0.587 8.787 -0.10
H -2.831 -0.121 5.712 0.07
H 1.742 1.355 3.499 0.11
C 0.408 1.038 0.404 -0.05
C 6.375 -0.067 1.610 -0.25
H 5.864 -1.831 2.193 0.14
C 2.652 2.068 1.684 -0.23
```

=====

Number 1: HOMO energy -10.167 eV. Number 2: HOMO energy -10.585 eV.